{
  "formula": "CHClF2O",
  "method": "wB97M-V/def2-TZVPD",
  "smiles": "FC(F)OCl",
  "lumo_energy_ev": -0.12,
  "mol_weight_g_mol": 102.5,
  "homo_lumo_gap_ev": 10.72,
  "e_tot_ha": -773.7843,
  "e_above_lowest_kcal_mol": 62.0,
  "homo_energy_ev": -10.8,
  "elements": ["C", "O", "F", "F", "Cl", "H"],
  "positions_angstrom": [[-0.171808, -0.253701, -0.399304], [-0.092730, 1.033163, 0.502850], [-1.192335, -1.075052, 0.056559], [-0.496249, 0.084340, -1.573133], [1.048921, 0.834794, 1.740732], [0.904202, -0.623544, -0.327703]],
  "atomic_forces_ev_per_a": [[1.3, 0.4, 4.3], [-0.4, -2.2, -1.5], [1.9, 1.0, -0.1], [-0.5, 1.2, -2.1], [-0.5, -0.1, -0.6], [-1.7, -0.4, 0.0]]
}


{
  "formula": "C8H14FN5",
  "method": "wB97M-V/def2-TZVPD",
  "smiles": "CCCCNc1nnc(CCF)nn1",
  "lumo_energy_ev": -1.00,
  "mol_weight_g_mol": 199.2,
  "homo_lumo_gap_ev": 8.71,
  "e_tot_ha": -686.6152,
  "e_above_lowest_kcal_mol": 120.5,
  "homo_energy_ev": -9.7,
  "elements": ["C", "C", "C", "C", "N", "C", "N", "N", "C", "C", "C", "F", "N", "N", "H", "H", "H", "H", "H", "H", "H", "H", "H", "H", "H", "H", "H", "H"],
  "positions_angstrom": [[2.476568, -2.606432, 0.154492], [3.060807, -1.109252, -0.297724], [1.813171, -0.050622, 0.049192], [2.228819, 1.524524, -0.170574], [1.334984, 2.510432, 0.594368], [-0.089759, 1.904810, 0.550393], [-0.557260, 1.421891, 1.816193], [-1.740545, 0.870444, 1.768641], [-2.325385, 0.862930, 0.462591], [-3.820148, 0.102307, 0.390221], [-3.682172, -0.939883, -0.909022], [-4.505410, -2.163011, -0.762843], [-1.878532, 1.382492, -0.793735], [-0.695493, 1.934210, -0.748286], [3.323512, -3.372956, 0.408845], [1.782405, -2.953548, -0.751999], [1.808515, -2.396840, 1.108433], [4.051139, -0.825293, 0.276410], [3.181608, -1.072710, -1.479830], [0.919659, -0.405547, -0.651090], [1.584248, -0.230183, 1.201035], [3.359488, 1.617180, 0.201019], [2.130347, 1.848266, -1.314593], [1.339820, 3.453653, 0.147102], [-4.001852, -0.591215, 1.340575], [-4.694942, 0.875890, 0.258489], [-2.532021, -1.257188, -0.948270], [-3.871574, -0.334345, -1.900033]],
  "atomic_forces_ev_per_a": [[-0.2, 1.2, -0.4], [-1.3, 0.1, -0.2], [1.0, -0.5, 0.2], [0.7, -0.2, -1.0], [-2.2, -2.1, -0.3], [1.9, 1.6, -0.1], [0.9, 1.2, -4.0], [-0.9, 0.4, -4.2], [-2.5, -1.0, 0.2], [1.0, -0.9, -0.4], [1.3, 0.7, 0.3], [1.5, 2.9, -0.4], [-0.7, -1.3, 4.1], [1.1, -0.4, 4.1], [-1.7, 1.4, -0.7], [1.6, 0.4, 2.2], [1.4, -0.8, -1.9], [-2.1, -0.5, -1.3], [0.2, -0.1, 2.6], [1.7, 0.9, 1.7], [0.2, 0.5, -2.5], [-2.5, 0.1, -0.8], [0.6, -1.1, 2.3], [-0.2, -1.3, 0.2], [0.6, 1.8, -2.0], [1.9, -1.6, 0.2], [-2.7, 0.3, 0.1], [-0.2, -1.7, 1.9]]
}


{
  "formula": "C48H61F5O6",
  "method": "wB97M-V/def2-TZVPD",
  "smiles": "Fc1ccccc1.Fc1ccccc1.Fc1ccccc1.Fc1ccccc1.Fc1ccccc1.CC(C)=O.CC(C)=O.CC(C)=O.CC(C)=O.CC(C)=O.CC(C)=O",
  "lumo_energy_ev": 0.48,
  "mol_weight_g_mol": 829.0,
  "homo_lumo_gap_ev": 9.60,
  "e_tot_ha": -2816.3137,
  "e_above_lowest_kcal_mol": 33.9,
  "homo_energy_ev": -9.1,
  "elements": ["F", "C", "C", "C", "C", "C", "C", "H", "H", "H", "H", "H", "F", "C", "C", "C", "C", "C", "C", "H", "H", "H", "H", "H", "F", "C", "C", "C", "C", "C", "C", "H", "H", "H", "H", "H", "F", "C", "C", "C", "C", "C", "C", "H", "H", "H", "H", "H", "F", "C", "C", "C", "C", "C", "C", "H", "H", "H", "H", "H", "C", "C", "O", "C", "H", "H", "H", "H", "H", "H", "C", "C", "O", "C", "H", "H", "H", "H", "H", "H", "C", "C", "O", "C", "H", "H", "H", "H", "H", "H", "C", "C", "O", "C", "H", "H", "H", "H", "H", "H", "C", "C", "O", "C", "H", "H", "H", "H", "H", "H", "C", "C", "O", "C", "H", "H", "H", "H", "H", "H"],
  "positions_angstrom": [[3.588417, -1.496841, 4.922452], [2.430787, -1.192771, 5.556732], [1.335317, -1.591631, 4.879502], [0.072377, -1.464231, 5.430502], [-0.036613, -0.902601, 6.715512], [1.137667, -0.522801, 7.397122], [2.347447, -0.577811, 6.799772], [1.401197, -2.033521, 3.896242], [-0.837343, -1.729471, 4.912362], [-1.030733, -0.786981, 7.121422], [1.120107, -0.205291, 8.429242], [3.220287, -0.392621, 7.408272], [4.555477, 2.538179, -6.328098], [3.826007, 1.691869, -5.598518], [4.324897, 1.282879, -4.418118], [3.501677, 0.443809, -3.601298], [2.248987, 0.008539, -3.978078], [1.791917, 0.400719, -5.246488], [2.576557, 1.266909, -6.017358], [5.241007, 1.780169, -4.135528], [3.862597, 0.169239, -2.621118], [1.637137, -0.624931, -3.352968], [0.806647, 0.106559, -5.576788], [2.232337, 1.690559, -6.949258], [-1.611273, 2.699819, -3.002598], [-0.438773, 3.293629, -2.679768], [0.527607, 3.426889, -3.627148], [1.770407, 3.972599, -3.346198], [2.041237, 4.351169, -2.035308], [1.076777, 4.197709, -1.057698], [-0.204383, 3.697279, -1.374708], [0.386107, 3.064479, -4.634638], [2.419877, 4.048419, -4.205758], [3.042747, 4.689399, -1.814018], [1.224077, 4.500639, -0.031558], [-0.889323, 3.506079, -0.561868], [-0.617873, 1.997139, 2.658002], [0.120447, 3.128909, 2.490142], [-0.471383, 4.341649, 2.483362], [0.303297, 5.493269, 2.426952], [1.672267, 5.429739, 2.341142], [2.260217, 4.163169, 2.244032], [1.500747, 3.002439, 2.307022], [-1.541993, 4.415529, 2.604692], [-0.139663, 6.473169, 2.526852], [2.197797, 6.372429, 2.380542], [3.333597, 4.050069, 2.205892], [1.958707, 2.024549, 2.326912], [2.040917, 0.297379, 0.750132], [0.740947, 0.034069, 0.424312], [0.232957, 0.339879, -0.883378], [-1.039463, -0.037041, -1.187038], [-1.835283, -0.681441, -0.204048], [-1.394913, -0.980341, 1.073132], [-0.075743, -0.603301, 1.370982], [0.880367, 0.794469, -1.618638], [-1.480233, 0.248379, -2.130788], [-2.871223, -0.810571, -0.480718], [-1.978703, -1.504711, 1.815182], [0.218607, -0.786741, 2.393782], [1.045347, -3.884251, -3.378158], [-0.338063, -3.391371, -2.856698], [-0.906763, -2.393321, -3.217788], [-0.867583, -4.111471, -1.574708], [1.258637, -3.462411, -4.360338], [1.057257, -4.974161, -3.385868], [1.814597, -3.496301, -2.710448], [-1.856413, -4.512291, -1.797528], [-0.873013, -3.356421, -0.788588], [-0.183273, -4.915471, -1.303798], [-6.335703, -2.634491, 1.323422], [-5.141063, -2.170131, 2.168202], [-4.881143, -0.943131, 2.259882], [-4.429473, -3.193981, 3.038552], [-6.612113, -3.560021, 1.828502], [-6.135953, -2.692271, 0.253442], [-7.159183, -1.921971, 1.371412], [-5.141193, -3.458321, 3.820652], [-3.530923, -2.745091, 3.461862], [-4.074693, -4.027191, 2.431912], [-5.181213, -3.803921, -3.767158], [-4.835503, -2.830501, -2.632458], [-4.735233, -3.192891, -1.478518], [-4.544183, -1.365371, -2.996868], [-4.315653, -3.807151, -4.429648], [-6.047133, -3.424421, -4.309618], [-5.339693, -4.785581, -3.320698], [-5.065733, -1.117601, -3.921358], [-3.549643, -1.315401, -3.440138], [-4.573443, -0.607241, -2.214248], [-3.797813, 2.735419, 1.112872], [-5.238603, 2.316169, 0.624732], [-6.202233, 2.966639, 0.943902], [-5.293453, 1.045159, -0.178668], [-3.305903, 1.851429, 1.518672], [-3.983253, 3.360089, 1.986662], [-3.207043, 3.186769, 0.315762], [-4.655133, 0.256169, 0.219022], [-4.946333, 1.133409, -1.208148], [-6.281113, 0.590809, -0.257358], [2.934867, -2.588801, 1.364082], [3.420307, -3.980291, 1.144242], [3.619697, -4.681601, 2.118292], [3.736097, -4.400591, -0.286588], [3.274907, -1.971931, 0.532242], [3.209247, -2.157171, 2.326632], [1.849797, -2.667951, 1.297402], [2.904447, -4.505591, -0.983308], [4.174347, -5.392631, -0.177488], [4.454907, -3.705731, -0.720838], [4.827217, 2.641339, -0.318808], [5.124937, 1.327299, 0.304952], [5.430527, 0.323329, -0.341038], [5.190987, 1.249909, 1.797092], [4.503537, 3.320989, 0.469482], [3.957857, 2.538389, -0.968198], [5.627467, 3.087929, -0.908938], [4.452187, 0.522099, 2.132612], [4.820527, 2.173239, 2.242422], [6.161487, 1.011749, 2.232402]],
  "atomic_forces_ev_per_a": [[0.5, 0.6, 0.6], [0.7, 0.1, -0.2], [-1.8, -0.6, -1.1], [-0.1, 1.1, 1.6], [0.4, -0.3, -0.7], [-2.2, 0.2, 0.3], [1.8, -1.2, -0.4], [0.4, -0.1, 0.0], [0.1, -0.2, -0.2], [0.1, 0.0, 0.4], [-0.3, 0.2, 0.0], [0.3, 0.2, -0.3], [0.0, 0.4, -0.6], [-1.0, -0.6, -0.1], [-0.7, -0.6, 1.7], [1.2, 0.7, 0.2], [0.2, 0.3, -1.3], [0.6, 0.7, 0.2], [-0.6, 0.0, -0.5], [0.3, -0.6, 0.6], [0.2, 0.0, 0.1], [0.1, 0.0, 0.1], [0.0, 0.0, -0.2], [-0.3, -0.2, -0.2], [0.0, 0.1, 0.0], [-0.3, 0.0, 1.1], [0.6, -0.1, -1.4], [-0.9, -0.2, 0.4], [0.7, -0.1, -0.6], [-1.3, 0.0, -0.2], [1.0, -0.1, 0.1], [-0.4, 0.0, -0.1], [0.5, 0.1, 0.4], [0.0, 0.3, 0.3], [0.3, -0.1, -0.1], [-0.3, 0.1, -0.2], [0.2, 0.7, -0.1], [1.1, -1.4, -0.4], [-1.2, 1.0, 0.3], [-0.1, 0.2, 0.2], [0.0, -0.5, -0.1], [0.2, 0.0, 0.4], [-0.4, 0.3, 0.5], [-0.1, 0.0, 0.0], [-0.3, 0.0, -0.1], [0.5, -0.2, -0.1], [0.1, 0.1, -0.1], [0.0, 0.0, -0.1], [-0.6, 0.1, -0.3], [-1.4, -0.6, -0.6], [1.9, -0.4, 1.7], [-1.1, -0.3, 1.3], [-0.6, 0.6, -0.8], [1.2, 0.6, -1.2], [0.2, 0.2, -0.1], [0.1, 0.2, 0.0], [0.0, -0.2, -0.1], [-0.1, -0.5, 0.1], [-0.2, 0.2, -0.1], [0.7, 0.1, -0.1], [-1.3, 0.6, -0.2], [0.8, -0.3, 1.8], [0.1, -0.1, -0.9], [0.9, 0.1, -1.3], [-0.1, -0.1, 0.0], [0.2, 0.1, 0.0], [-0.1, -0.1, 0.2], [-0.1, 0.1, 0.3], [-0.3, -0.1, 0.0], [-0.2, -0.1, 0.1], [0.5, 0.2, 0.9], [-0.2, 3.6, -0.1], [-0.2, -3.3, -0.2], [0.4, 0.8, -0.8], [-0.5, -0.3, -0.8], [0.5, -0.6, 0.2], [0.1, 0.1, 0.5], [0.2, -0.4, 0.0], [-0.2, 0.2, 0.2], [-0.5, -0.3, 0.1], [0.4, 0.8, 0.9], [0.3, 0.8, 0.4], [-0.1, -0.2, -0.4], [0.3, -0.8, -1.3], [-0.1, -0.1, -0.2], [0.0, -0.2, -0.1], [-0.1, 0.1, -0.2], [-0.8, 0.4, 0.4], [0.6, -0.4, 0.4], [-0.4, -0.5, 0.0], [-1.6, -0.8, 0.4], [1.4, 0.2, 0.4], [0.0, -0.2, -0.2], [-0.2, -1.0, -0.5], [0.2, -0.1, -0.4], [0.2, 0.5, -0.4], [0.0, 0.1, 0.1], [0.1, 0.3, 0.4], [0.1, 0.7, -0.1], [-0.2, 0.4, 0.2], [-0.2, 0.3, -0.8], [0.4, 0.2, 1.0], [0.0, -0.3, -1.0], [0.3, -0.8, 0.6], [-0.1, 0.3, 0.2], [0.1, -0.3, -0.1], [-0.2, 0.3, 0.0], [-0.3, 0.3, 0.3], [0.2, 0.0, -0.3], [0.0, 0.0, 0.0], [-1.1, 0.6, 0.1], [2.0, -2.0, -0.7], [-0.8, 1.3, 0.3], [-1.2, 0.5, 0.9], [0.2, 0.3, -0.2], [0.0, -0.1, -0.3], [0.2, -0.3, 0.1], [0.2, -0.4, 0.0], [0.3, 0.2, 0.1], [0.0, -0.1, -0.4]]
}